(1)
A 2-piece molecular cluster, C4H9NO3S overall. Source: the OMol25 dataset; level of theory: the ωB97M-V functional and the def2-TZVPD basis.

Each line ends with the natural charge from an NBO analysis.
Positions of all 18 atoms, in Å:
C 2.25 -1.08 0.74  -0.6881
C 1.49 0.14 0.42  -0.2810
C 0.37 0.30 -0.29  -0.3832
S -0.32 -1.28 -0.99  2.0591
O -1.70 -1.27 -0.62  -0.8889
O -0.24 -1.15 -2.62  -0.8537
O 0.29 -2.75 -1.14  -0.9145
H 2.99 -0.86 1.56  0.2329
H 2.44 -1.78 -0.05  0.2472
H 1.54 -1.79 1.28  0.2268
H 1.95 0.98 0.96  0.2261
H -0.36 -0.25 -2.74  0.4893
H -0.23 -3.47 -1.58  0.5276
C -2.08 2.72 1.40  -0.0372
N -2.32 3.55 0.53  -0.5964
H -2.51 2.92 2.32  0.1477
H -1.62 1.73 1.22  0.1551
H -1.93 3.34 -0.40  0.3312

The charge is 0. For the orbital gap, the calculation gives 9.392 eV. As for the HOMO energy: -9.428 eV.



(2)
A 2-piece molecular cluster, C4H9NO3S overall. Source: the OMol25 dataset; level of theory: the ωB97M-V functional and the def2-TZVPD basis.

Each line ends with the natural charge from an NBO analysis.
Positions of all 18 atoms, in Å:
C -0.27 1.10 0.23  0.7091
C 2.20 1.53 0.58  -0.5878
C 1.58 -0.50 -0.47  -0.5956
C 1.01 0.84 -0.07  -0.3141
N -3.64 -0.70 0.21  -1.0608
O -1.38 1.49 0.23  -0.4974
O -1.74 -1.39 -1.10  -0.9604
O -4.03 -2.16 -1.79  -0.9169
S -3.03 -0.85 -1.40  1.6652
H 2.58 1.03 1.43  0.2046
H 1.86 2.53 0.98  0.2142
H 2.95 1.42 -0.23  0.2203
H 2.39 -0.45 -1.12  0.2070
H 0.84 -1.07 -0.88  0.2330
H 1.93 -1.10 0.31  0.2031
H -4.41 -2.62 -1.05  0.4996
H -4.23 0.06 0.38  0.3804
H -2.90 -0.72 0.87  0.3965

The charge is 0. For the orbital gap, the calculation gives 9.283 eV. As for the HOMO energy: -8.517 eV.



It is (1) that is the least stable of them.



(1)
A 2-piece molecular cluster, C17H19N overall. Source: the OMol25 dataset; level of theory: the ωB97M-V functional and the def2-TZVPD basis.

Each line ends with the natural charge from an NBO analysis.
Positions of all 37 atoms, in Å:
C 0.92 1.16 2.88  -0.6013
C 1.10 0.71 1.38  -0.4073
C 0.54 -0.75 1.15  -0.0642
C 1.44 -1.72 0.93  -0.0040
N 0.76 -2.81 0.51  -0.5815
C -0.67 -2.64 0.89  0.1735
C -1.71 -3.55 0.77  -0.2476
C -2.76 -3.08 1.61  -0.2129
C -2.93 -1.73 2.00  -0.2334
C -1.87 -0.83 1.91  -0.1910
C -0.74 -1.27 1.30  -0.1152
H 1.33 0.28 3.53  0.2041
H 0.05 1.61 3.08  0.1990
H 1.69 1.83 3.07  0.2026
H 0.69 1.40 0.68  0.2168
H 2.21 0.80 1.09  0.2033
H 2.51 -1.69 0.98  0.2109
H 0.97 -3.36 -0.30  0.4029
H -1.61 -4.50 0.41  0.2181
H -3.76 -3.56 1.68  0.2044
H -4.00 -1.51 2.29  0.2158
H -2.00 0.12 2.24  0.2057
C 1.53 3.66 -2.32  -0.6473
C 0.90 2.31 -2.24  -0.0215
C 1.44 1.14 -2.98  -0.2122
C 0.69 -0.08 -3.05  -0.2141
C -0.46 -0.19 -2.27  -0.2123
C -0.93 0.92 -1.55  -0.2008
C -0.32 2.18 -1.59  -0.2298
H 0.84 4.43 -2.69  0.2248
H 2.38 3.81 -3.10  0.2251
H 1.79 4.00 -1.26  0.2224
H 2.52 1.14 -3.29  0.2142
H 1.09 -0.93 -3.48  0.2060
H -1.00 -1.18 -2.26  0.2190
H -1.86 0.90 -0.97  0.2164
H -0.78 2.97 -1.05  0.2114

The charge is 0. For the orbital gap, the calculation gives 8.405 eV. As for the HOMO energy: -7.594 eV.



(2)
A 2-piece molecular cluster, C17H19N overall. Source: the OMol25 dataset; level of theory: the ωB97M-V functional and the def2-TZVPD basis.

Each line ends with the natural charge from an NBO analysis.
Positions of all 37 atoms, in Å:
C 5.41 1.93 0.28  -0.6291
C 4.00 1.52 0.03  -0.0882
C 3.22 2.09 -0.94  -0.0252
N 2.05 1.38 -1.13  -0.5427
C 2.04 0.33 -0.23  0.1440
C 0.95 -0.51 0.08  -0.2365
C 1.14 -1.42 1.08  -0.2152
C 2.34 -1.45 1.83  -0.2475
C 3.36 -0.58 1.54  -0.1781
C 3.23 0.39 0.53  -0.0988
H 5.65 2.79 -0.35  0.2139
H 6.08 1.15 -0.07  0.2194
H 5.60 2.33 1.28  0.2186
H 3.53 2.73 -1.75  0.2007
H 1.68 1.37 -2.06  0.4049
H 0.05 -0.39 -0.50  0.2206
H 0.41 -2.21 1.22  0.2193
H 2.59 -2.31 2.43  0.2124
H 4.31 -0.61 2.07  0.2071
C -4.21 1.62 -1.54  -0.6173
C -3.59 0.24 -1.82  -0.4267
C -3.24 -0.57 -0.58  -0.0040
C -3.58 -1.94 -0.51  -0.2094
C -2.95 -2.72 0.43  -0.2093
C -2.33 -2.11 1.55  -0.2296
C -2.04 -0.78 1.58  -0.1940
C -2.59 -0.04 0.49  -0.2344
H -5.21 1.68 -1.98  0.2122
H -3.58 2.41 -1.95  0.2108
H -4.40 1.87 -0.50  0.2160
H -4.19 -0.29 -2.56  0.2146
H -2.59 0.31 -2.27  0.2129
H -4.17 -2.36 -1.32  0.2066
H -3.13 -3.79 0.47  0.2106
H -2.03 -2.79 2.34  0.2085
H -1.41 -0.29 2.30  0.2277
H -2.39 1.03 0.53  0.2054

The charge is 0. For the orbital gap, the calculation gives 8.557 eV. As for the HOMO energy: -7.786 eV.



(3)
A 2-piece molecular cluster, C17H19N overall. Source: the OMol25 dataset; level of theory: the ωB97M-V functional and the def2-TZVPD basis.

Each line ends with the natural charge from an NBO analysis.
Positions of all 37 atoms, in Å:
C 0.02 2.27 -2.94  -0.6030
C 0.59 1.20 -1.97  -0.4261
C -0.33 0.99 -0.81  -0.0907
C -1.38 0.14 -0.70  -0.0234
N -1.92 0.26 0.60  -0.5449
C -1.43 1.42 1.16  0.1170
C -1.65 2.06 2.39  -0.2331
C -0.61 2.80 2.93  -0.2166
C 0.62 2.94 2.27  -0.2421
C 0.74 2.54 0.95  -0.2100
C -0.31 1.79 0.41  -0.0310
H -1.05 2.33 -2.80  0.2124
H 0.35 2.09 -3.97  0.2061
H 0.49 3.23 -2.74  0.2042
H 0.75 0.26 -2.49  0.2207
H 1.60 1.49 -1.68  0.2078
H -1.95 -0.53 -1.31  0.2140
H -2.87 -0.01 0.81  0.3931
H -2.58 1.86 2.91  0.2052
H -0.83 3.24 3.90  0.2125
H 1.41 3.42 2.82  0.2117
H 1.67 2.70 0.43  0.2143
C 0.00 -2.58 2.12  -0.6365
C 0.39 -2.70 0.67  0.0063
C 1.71 -2.51 0.28  -0.2207
C 2.10 -2.36 -1.04  -0.1977
C 1.12 -2.33 -2.03  -0.2489
C -0.20 -2.50 -1.64  -0.1888
C -0.58 -2.75 -0.34  -0.2186
H -0.59 -3.43 2.49  0.2154
H -0.58 -1.68 2.29  0.2315
H 0.88 -2.50 2.75  0.2131
H 2.40 -2.45 1.11  0.2058
H 3.15 -2.37 -1.30  0.2120
H 1.42 -2.64 -3.03  0.2192
H -0.96 -2.66 -2.40  0.2026
H -1.60 -3.04 -0.11  0.2066

The charge is 0. For the orbital gap, the calculation gives 8.627 eV. As for the HOMO energy: -7.800 eV.



(4)
A 2-piece molecular cluster, C17H19N overall. Source: the OMol25 dataset; level of theory: the ωB97M-V functional and the def2-TZVPD basis.

Each line ends with the natural charge from an NBO analysis.
Positions of all 37 atoms, in Å:
C -3.21 2.02 -0.93  -0.6093
C -2.33 1.05 -1.82  -0.4129
C -0.85 1.24 -1.62  -0.0636
C 0.02 0.64 -2.55  -0.0437
N 1.34 0.88 -2.09  -0.5352
C 1.24 1.60 -0.94  0.1600
C 2.32 2.22 -0.20  -0.2514
C 1.85 3.16 0.79  -0.2188
C 0.46 3.52 0.91  -0.2515
C -0.54 2.98 0.13  -0.1688
C -0.11 1.93 -0.66  -0.1379
H -3.01 1.54 0.02  0.2029
H -4.20 2.00 -1.36  0.2169
H -2.69 2.92 -0.71  0.1969
H -2.94 0.08 -1.81  0.2207
H -2.58 1.42 -2.87  0.1970
H -0.13 0.26 -3.52  0.2133
H 2.25 0.56 -2.37  0.4139
H 3.34 1.88 -0.52  0.2199
H 2.49 3.61 1.70  0.2244
H 0.08 4.32 1.45  0.2080
H -1.64 3.37 0.29  0.2217
C 2.45 -2.58 2.57  -0.6042
C 1.22 -2.67 1.57  -0.0120
C 0.98 -2.09 0.37  -0.2116
C -0.06 -2.52 -0.44  -0.1926
C -1.11 -3.20 0.15  -0.2153
C -1.03 -3.81 1.36  -0.2161
C 0.23 -3.62 1.99  -0.2126
H 2.30 -3.21 3.41  0.2174
H 2.68 -1.47 2.79  0.2153
H 3.23 -2.94 2.06  0.2061
H 1.67 -1.27 -0.03  0.2054
H -0.08 -2.26 -1.41  0.2041
H -1.89 -3.33 -0.53  0.2000
H -1.86 -4.23 1.80  0.2120
H 0.12 -3.99 3.04  0.2018

The charge is 0. For the orbital gap, the calculation gives 8.537 eV. As for the HOMO energy: -7.729 eV.



It is (4) that is the least stable of them.



(1)
ArH26O13 as an isolated structure. Source: the OMol25 dataset; level of theory: the ωB97M-V functional and the def2-TZVPD basis.

Each line ends with the natural charge from an NBO analysis.
Positions of all 40 atoms, in Å:
Ar 0.07 0.05 -0.33  0.0018
O 4.30 -1.09 -0.80  -0.9608
H 3.53 -1.48 -1.23  0.4882
H 4.22 -1.34 0.12  0.4760
O -0.42 2.51 3.05  -0.9500
H -1.01 1.82 2.76  0.4793
H -0.97 3.29 3.14  0.4639
O 1.83 -2.40 -2.45  -0.9713
H 1.55 -1.94 -3.24  0.4553
H 1.07 -2.94 -2.22  0.4869
O -2.59 2.54 -2.64  -0.9485
H -2.63 2.09 -1.79  0.4778
H -2.45 3.46 -2.41  0.4657
O -0.47 -3.78 -2.03  -0.9344
H -0.78 -3.08 -1.46  0.4925
H -0.77 -3.54 -2.90  0.4724
O 2.83 1.74 -0.74  -0.9791
H 3.00 0.81 -0.63  0.4852
H 2.47 1.82 -1.63  0.4933
O 0.07 -0.82 3.48  -0.9329
H -0.68 -0.45 3.01  0.4801
H -0.25 -1.66 3.81  0.4622
O 2.25 2.46 1.93  -0.9813
H 1.30 2.57 2.00  0.4736
H 2.39 2.21 1.01  0.4848
O 1.50 -2.74 1.79  -0.9553
H 1.07 -2.07 2.32  0.4835
H 0.78 -3.27 1.45  0.4582
O 1.61 2.00 -3.40  -0.9435
H 2.05 2.50 -4.08  0.4796
H 1.27 1.23 -3.85  0.4741
O -1.93 -2.17 0.52  -0.9592
H -2.19 -2.65 1.31  0.4735
H -1.93 -1.25 0.78  0.4817
O -2.29 0.57 2.11  -0.9910
H -3.05 0.67 2.68  0.4856
H -2.58 0.90 1.26  0.5080
O -3.67 1.21 -0.26  -0.9607
H -4.11 0.36 -0.32  0.4929
H -4.37 1.84 -0.12  0.4919

The charge is 0. For the orbital gap, the calculation gives 8.718 eV. As for the HOMO energy: -9.454 eV.



(2)
ArH26O13 as an isolated structure. Source: the OMol25 dataset; level of theory: the ωB97M-V functional and the def2-TZVPD basis.

Each line ends with the natural charge from an NBO analysis.
Positions of all 40 atoms, in Å:
Ar 0.01 -0.22 0.32  -0.0015
O -1.61 -3.11 -1.21  -0.9775
H -0.76 -3.46 -0.93  0.4490
H -2.05 -2.87 -0.40  0.5083
O -1.04 -0.68 -2.95  -0.9809
H -1.24 -1.35 -2.30  0.5054
H -0.89 -1.17 -3.76  0.4697
O 1.63 3.21 -0.98  -0.9543
H 2.23 3.90 -1.27  0.4688
H 1.76 2.50 -1.60  0.4869
O -1.89 2.12 -2.34  -0.9623
H -1.98 2.72 -3.08  0.4712
H -1.35 1.40 -2.68  0.4957
O -2.69 2.95 0.31  -0.9995
H -2.48 2.55 -0.53  0.4868
H -1.87 2.93 0.80  0.4884
O -0.74 -2.69 3.25  -0.9416
H -0.29 -2.00 3.74  0.4791
H -0.07 -3.37 3.13  0.4792
O 2.65 -2.68 -0.04  -0.9306
H 1.84 -3.17 -0.17  0.4852
H 2.94 -2.46 -0.92  0.4750
O -2.68 -2.53 1.27  -1.0053
H -2.93 -1.62 1.09  0.4893
H -1.99 -2.46 1.93  0.4874
O 1.65 0.98 2.54  -0.9665
H 1.30 0.27 3.09  0.4533
H 2.18 0.54 1.88  0.5010
O -3.45 -0.06 0.81  -0.9420
H -4.04 -0.02 1.56  0.4796
H -2.83 0.65 0.95  0.4988
O -0.16 3.07 1.50  -0.9785
H 0.43 3.41 0.83  0.4955
H 0.20 2.21 1.73  0.4922
O 3.25 0.88 -2.00  -0.9456
H 3.00 0.00 -2.29  0.4732
H 4.07 1.06 -2.47  0.4843
O 3.36 -0.29 0.73  -0.9835
H 3.51 0.04 -0.15  0.4813
H 3.04 -1.19 0.60  0.4850

The charge is 0. For the orbital gap, the calculation gives 9.219 eV. As for the HOMO energy: -9.917 eV.



(3)
ArH26O13 as an isolated structure. Source: the OMol25 dataset; level of theory: the ωB97M-V functional and the def2-TZVPD basis.

Each line ends with the natural charge from an NBO analysis.
Positions of all 40 atoms, in Å:
Ar 0.70 0.07 -0.04  0.0036
O 1.65 -0.36 3.25  -0.9646
H 1.31 0.49 2.96  0.4950
H 1.98 -0.20 4.13  0.4737
O 2.88 -3.19 -0.77  -0.9889
H 2.19 -2.84 -1.34  0.4608
H 2.49 -3.17 0.10  0.4888
O -0.88 -2.89 0.22  -0.9746
H -0.64 -3.67 -0.28  0.4688
H -1.73 -2.63 -0.15  0.4972
O 1.56 -2.93 1.61  -0.9719
H 1.71 -2.09 2.02  0.4974
H 0.82 -2.79 1.02  0.4874
O 1.12 -2.09 -2.75  -0.9484
H 1.84 -1.66 -3.22  0.5017
H 0.77 -2.72 -3.38  0.4890
O -0.98 -0.47 -2.55  -0.9982
H -1.13 -0.42 -3.50  0.4844
H -0.18 -0.99 -2.46  0.5016
O -2.19 1.74 -0.56  -0.9623
H -1.81 0.95 -0.93  0.4951
H -3.10 1.50 -0.36  0.4800
O -1.18 0.46 3.28  -0.9428
H -0.52 0.39 3.97  0.4813
H -1.96 0.78 3.72  0.4711
O -1.52 3.03 1.85  -0.9902
H -1.73 2.74 0.96  0.4884
H -1.45 2.23 2.36  0.4799
O 1.57 2.72 2.14  -0.9695
H 0.76 2.87 1.65  0.4969
H 2.27 2.88 1.50  0.4703
O 0.53 3.85 -0.92  -0.9550
H 1.10 4.60 -1.06  0.4791
H -0.35 4.22 -0.87  0.4904
O -3.06 -1.84 -1.16  -0.9636
H -2.26 -1.38 -1.41  0.4934
H -3.36 -2.26 -1.97  0.4756
O 1.09 1.74 -2.71  -0.9733
H 1.01 2.40 -2.01  0.4909
H 0.68 0.96 -2.34  0.4615

The charge is 0. For the orbital gap, the calculation gives 9.935 eV. As for the HOMO energy: -10.194 eV.



It is (1) that is the least stable of them.



(1)
CH2O as an isolated structure. Source: the OMol25 dataset; level of theory: the ωB97M-V functional and the def2-TZVPD basis.

Each line ends with the natural charge from an NBO analysis.
Positions of all 4 atoms, in Å:
C 0.37 -0.33 0.42  0.3190
O 1.11 -0.60 1.30  -0.4836
H 0.07 0.94 0.05  0.0493
H -0.14 -1.02 -0.23  0.1154

The charge is 0. For the orbital gap, the calculation gives 11.110 eV. As for the HOMO energy: -10.158 eV.



(2)
One molecule with the formula CH2O. Source: the OMol25 dataset; level of theory: the ωB97M-V functional and the def2-TZVPD basis.

Each line ends with the natural charge from an NBO analysis.
Positions of all 4 atoms, in Å:
C -0.01 -0.02 -0.07  0.2571
O 1.19 -0.05 -0.02  -0.4965
H -0.71 -1.01 0.05  0.1223
H -0.46 1.07 0.04  0.1171

The charge is 0. For the orbital gap, the calculation gives 11.002 eV. As for the HOMO energy: -10.174 eV.



It is (1) that is the least stable of them.